{"formula": "C67H71BFN10OSiSr", "method": "the ωB97M-V functional and the def2-TZVPD basis", "mol_weight_g_mol": 1177.89, "homo_lumo_gap_ev": 6.52, "de_lowest_kcal_mol": 32.6, "fmax_ev_per_a": 0.61, "multiplicity": 1, "total_energy_ha": -3663.6713, "homo_energy_ha": -0.161, "charge": -1, "elements": ["Sr", "C", "C", "C", "C", "N", "N", "B", "N", "N", "C", "C", "C", "C", "C", "C", "C", "C", "C", "C", "N", "N", "C", "C", "C", "C", "C", "C", "C", "C", "C", "C", "C", "C", "C", "C", "C", "C", "H", "H", "H", "H", "H", "H", "H", "H", "H", "H", "H", "H", "H", "H", "H", "H", "H", "H", "H", "H", "H", "H", "H", "H", "H", "H", "H", "H", "N", "C", "C", "C", "C", "C", "C", "C", "C", "N", "C", "H", "H", "H", "H", "H", "H", "H", "H", "C", "Si", "C", "N", "C", "C", "C", "C", "C", "C", "C", "C", "C", "C", "C", "C", "C", "C", "C", "C", "C", "H", "H", "H", "H", "H", "H", "H", "H", "H", "H", "H", "H", "H", "H", "H", "H", "H", "H", "H", "H", "H", "H", "H", "H", "F", "C", "C", "C", "C", "C", "C", "H", "H", "H", "H", "C", "N", "C", "C", "O", "H", "H", "H", "H", "H", "H", "H"], "coordinates": [[-0.253504, 1.006503, -0.451152], [2.297002, -0.015990, 5.855028], [1.241169, 0.122486, 4.804315], [-0.098960, 0.265031, 5.048689], [-0.694986, 0.421109, 3.784242], [0.237030, 0.359436, 2.826467], [1.424350, 0.168390, 3.456628], [2.852801, 0.133943, 2.828977], [3.165859, 1.460792, 2.098012], [2.449136, 2.016669, 1.088132], [2.996650, 3.204042, 0.844781], [4.087343, 3.425617, 1.707347], [4.160722, 2.296018, 2.486991], [5.174291, 2.004883, 3.546634], [2.540408, 4.164924, -0.177941], [2.253710, 3.781023, -1.485039], [1.977948, 4.735555, -2.452751], [1.960246, 6.081727, -2.125621], [2.194349, 6.472703, -0.812825], [2.495885, 5.522237, 0.149988], [3.319078, -1.134637, 2.046682], [3.082929, -1.497808, 0.751373], [3.863840, -2.559146, 0.524971], [4.573865, -2.913139, 1.680014], [4.212964, -1.987381, 2.620366], [4.759889, -1.931496, 4.011433], [4.143243, -3.327539, -0.717970], [3.499319, -4.530843, -1.000888], [3.981324, -5.376364, -1.989458], [5.109458, -5.030626, -2.719047], [5.739380, -3.821287, -2.469576], [5.264096, -2.983281, -1.471396], [-2.141489, 0.633805, 3.593611], [-2.803111, 0.324515, 2.409128], [-4.181737, 0.460526, 2.313424], [-4.924565, 0.904037, 3.397497], [-4.274523, 1.226625, 4.581149], [-2.897609, 1.100841, 4.673652], [1.817315, 0.027647, 6.832055], [3.029888, 0.789173, 5.792278], [2.828136, -0.960986, 5.784220], [-0.575012, 0.235585, 6.015185], [3.573138, 0.121084, 3.772728], [4.744744, 4.279764, 1.731386], [5.863657, 2.844901, 3.616289], [5.748685, 1.107345, 3.309139], [4.716725, 1.855011, 4.525609], [2.254448, 2.731626, -1.744851], [1.767089, 4.419828, -3.467785], [1.750874, 6.827046, -2.882968], [2.136240, 7.519000, -0.536047], [2.700710, 5.825337, 1.170801], [5.282551, -3.719002, 1.787179], [5.488811, -2.733051, 4.126074], [3.981756, -2.074316, 4.756676], [5.257465, -0.983591, 4.217928], [2.625839, -4.812807, -0.433803], [3.477375, -6.316162, -2.182248], [5.496967, -5.700960, -3.476807], [6.609394, -3.529188, -3.045856], [5.777431, -2.053887, -1.254759], [-2.243365, -0.078721, 1.577062], [-4.679280, 0.201347, 1.385923], [-6.001433, 0.994694, 3.321757], [-4.842385, 1.575821, 5.436033], [-2.400045, 1.365343, 5.599201], [2.885850, 0.533583, -1.834258], [2.913330, 0.098366, -3.137388], [3.850854, 0.541673, -4.048646], [3.866414, 0.061364, -5.369079], [2.967375, -0.881233, -5.790622], [1.991720, -1.358104, -4.887042], [1.063858, -2.374329, -5.215167], [0.158817, -2.792001, -4.285608], [0.134399, -2.150662, -3.030566], [0.984111, -1.220434, -2.687092], [1.934162, -0.843178, -3.573914], [2.500112, -0.094634, -1.140755], [3.688540, 1.049410, -1.516683], [4.596384, 1.261364, -3.729276], [4.622483, 0.430680, -6.051743], [2.993061, -1.270489, -6.801592], [1.093661, -2.817173, -6.204993], [-0.551268, -3.579508, -4.498031], [-0.619909, -2.417477, -2.300061], [-2.778157, 0.241717, -0.936517], [-3.559317, -1.376230, -1.136632], [-3.164175, -2.668698, 0.222789], [-2.040323, -2.294762, 1.093706], [-2.278497, -2.560393, 2.509884], [-1.880311, -3.970914, 2.940380], [-0.368652, -4.167592, 2.693641], [0.196072, -3.043042, 1.816957], [-0.731135, -2.766143, 0.640671], [-5.484178, -1.308228, -1.195636], [-6.065741, -0.683747, -2.307251], [-7.428985, -0.447339, -2.387973], [-8.265535, -0.832100, -1.346341], [-7.718220, -1.445834, -0.230518], [-6.347394, -1.673113, -0.159518], [-3.242749, -2.017739, -2.905247], [-2.746907, -1.138563, -3.873949], [-2.675103, -1.496468, -5.214174], [-3.096102, -2.754857, -5.621607], [-3.574541, -3.652331, -4.674727], [-3.649397, -3.282229, -3.337385], [-3.206128, 0.810256, -0.105899], [-2.977253, 0.832073, -1.840724], [-3.042666, -3.673724, -0.220743], [-4.048831, -2.733056, 0.862280], [-3.330500, -2.373833, 2.726765], [-1.710513, -1.842469, 3.109464], [-2.466445, -4.698376, 2.372050], [-2.126603, -4.103386, 3.996459], [-0.195446, -5.128917, 2.202115], [0.168453, -4.190992, 3.644300], [1.174807, -3.322524, 1.445807], [0.327180, -2.126238, 2.397996], [-0.835464, -3.693506, 0.048257], [-0.282089, -2.006076, -0.010930], [-5.422648, -0.375371, -3.126589], [-7.840449, 0.043605, -3.262728], [-9.331456, -0.645418, -1.401187], [-8.360850, -1.746451, 0.589711], [-5.952983, -2.151983, 0.731391], [-2.419181, -0.147403, -3.575204], [-2.285895, -0.789283, -5.938402], [-3.044252, -3.039581, -6.666303], [-3.904704, -4.637792, -4.984867], [-4.053583, -3.992486, -2.621304], [-1.345698, 5.579704, -5.323435], [-1.090995, 4.645074, -4.359149], [-0.639757, 3.398741, -4.734359], [-0.360453, 2.469116, -3.730454], [-0.518173, 2.731107, -2.358250], [-1.007930, 4.015964, -2.064995], [-1.291239, 4.975713, -3.035980], [-0.515035, 3.166025, -5.787038], [0.010587, 1.492049, -4.046709], [-1.175129, 4.298554, -1.026929], [-1.661499, 5.963144, -2.781143], [-2.860690, 4.178135, 2.757755], [-1.429779, 4.065444, 2.989694], [-0.881282, 4.599838, 4.223636], [-0.656855, 3.368842, 2.146619], [-1.060440, 2.831925, 1.121372], [-3.153574, 5.229192, 2.713615], [-3.415564, 3.676859, 3.551052], [-3.095194, 3.701237, 1.810488], [-1.584992, 5.319962, 4.634136], [0.063654, 5.110423, 4.034708], [-0.711583, 3.811472, 4.962191], [0.398989, 3.324022, 2.455154]], "forces_ev_per_a": [[0.2971, -0.1096, 0.3474], [-0.0252, 0.0353, -0.1292], [-0.0514, -0.0374, 0.0010], [-0.0777, 0.0475, 0.0205], [0.2670, 0.0622, 0.0761], [-0.2561, 0.0066, -0.1471], [0.1449, -0.1674, 0.2199], [-0.1749, 0.1989, -0.3622], [0.1711, 0.0585, 0.0840], [-0.3088, -0.1548, -0.2204], [0.0917, 0.0285, 0.1651], [-0.0869, 0.0389, -0.0213], [0.0471, 0.0871, -0.0904], [-0.0565, -0.1110, -0.0150], [0.0466, -0.0029, -0.1040], [0.1190, 0.0702, 0.1309], [0.1458, 0.0734, -0.0947], [0.0423, 0.0005, 0.0346], [-0.0037, -0.0173, 0.0397], [-0.0541, 0.0088, -0.0031], [-0.0458, -0.2937, 0.3303], [0.3339, 0.0397, -0.2003], [-0.1859, 0.0904, 0.2203], [0.0255, -0.0247, -0.0302], [0.0817, 0.0173, 0.0130], [-0.0327, 0.0390, -0.0722], [-0.1454, 0.1078, -0.1181], [0.0079, 0.1674, -0.0672], [-0.0549, -0.0266, -0.0439], [-0.0274, -0.0158, -0.0531], [0.0025, 0.0741, -0.0227], [-0.0484, 0.0984, -0.0925], [-0.1432, 0.1126, -0.0774], [0.0888, 0.3303, 0.1515], [0.0048, 0.0047, -0.0491], [-0.0071, -0.0172, 0.0003], [-0.0235, 0.0308, 0.0378], [0.0432, -0.0196, 0.0048], [-0.0158, 0.0199, 0.0092], [0.0144, -0.0414, 0.0444], [0.0225, 0.0202, 0.0361], [0.0063, 0.0139, -0.0385], [-0.0996, 0.1090, -0.0046], [-0.0213, -0.0157, -0.0055], [0.0146, 0.0129, -0.0170], [0.0060, 0.0181, 0.0245], [0.0135, 0.0074, -0.0159], [-0.0018, 0.0852, -0.0531], [-0.0692, -0.0143, 0.0574], [-0.0577, -0.0384, -0.0096], [0.0527, -0.0030, -0.0205], [-0.0106, 0.0070, -0.0031], [-0.0358, 0.0180, 0.0022], [-0.0077, -0.0252, -0.0122], [0.0256, -0.0310, 0.0380], [-0.0181, -0.0416, 0.0571], [-0.1022, -0.0278, 0.1415], [0.0037, 0.0278, -0.0033], [-0.0349, 0.0224, -0.0086], [-0.0123, -0.0243, 0.0236], [-0.0147, -0.0074, 0.0179], [-0.0916, 0.0065, -0.0190], [0.0024, 0.0339, 0.0045], [0.0120, -0.0018, -0.0144], [0.0181, 0.0124, -0.0085], [-0.0272, -0.0044, -0.0113], [-0.3277, 0.0303, 0.0108], [0.2610, 0.0300, -0.1050], [-0.0455, 0.0249, 0.1407], [-0.1108, -0.1052, -0.0672], [0.1269, 0.0917, -0.0533], [0.0125, -0.0004, 0.0993], [-0.0311, -0.0371, 0.0582], [0.0522, -0.0679, -0.1201], [0.0716, -0.0813, 0.0766], [-0.2028, 0.1101, 0.5628], [0.0811, -0.0109, -0.2091], [0.3056, -0.1867, 0.0144], [0.0309, -0.0435, 0.1140], [-0.0084, -0.0013, -0.0024], [-0.0243, 0.0134, 0.0089], [0.0048, -0.0042, 0.0259], [0.0007, 0.0121, 0.0166], [-0.0563, 0.0569, 0.0081], [0.0175, -0.0351, -0.0071], [0.0007, -0.3626, -0.0809], [-0.2027, 0.3229, -0.1556], [0.2142, 0.1699, -0.0420], [-0.1203, -0.2863, 0.1402], [0.0733, -0.3140, 0.1294], [0.0677, 0.1310, -0.0722], [-0.1022, 0.0624, -0.0032], [-0.1741, -0.0905, 0.0874], [-0.1021, 0.1651, 0.0811], [-0.0018, 0.0528, 0.1629], [0.0213, -0.0565, 0.0144], [0.0156, 0.0023, -0.0244], [0.0352, 0.0202, 0.0272], [-0.0642, 0.0040, 0.0062], [0.0515, -0.0652, -0.0620], [0.0879, 0.0817, 0.0433], [-0.0786, 0.0162, -0.0217], [-0.0561, 0.0327, -0.0286], [0.0260, 0.0050, 0.0463], [-0.0032, -0.0497, -0.0435], [0.0444, -0.0192, 0.0200], [0.0412, 0.0255, -0.0177], [0.0911, 0.0401, 0.0269], [0.0639, -0.0339, 0.0798], [0.0050, -0.0125, -0.1261], [0.0134, 0.0449, -0.0199], [-0.0714, -0.1176, -0.0224], [-0.0073, -0.0157, 0.0115], [-0.0297, -0.0884, -0.0018], [0.0459, -0.0127, 0.0191], [0.0403, -0.0292, -0.0144], [0.2641, 0.0320, -0.1053], [0.0415, -0.0882, -0.0780], [0.0077, 0.0491, -0.0514], [0.0575, -0.1530, -0.1754], [-0.0724, 0.0240, -0.0002], [-0.0028, -0.0155, 0.0091], [0.0034, -0.0129, -0.0070], [0.0184, -0.0015, 0.0024], [-0.0433, 0.0287, -0.0048], [0.0460, -0.0645, -0.0214], [-0.0156, -0.0130, 0.0157], [-0.0099, 0.0091, 0.0123], [0.0054, 0.0077, 0.0206], [-0.0101, 0.0236, -0.0001], [-0.0416, 0.0347, -0.0583], [0.0363, -0.0616, 0.0838], [0.0549, -0.0688, -0.1316], [-0.0011, 0.0621, 0.1370], [-0.0734, -0.0329, -0.1369], [-0.1354, -0.0356, -0.2012], [-0.0902, 0.0106, 0.0840], [0.0221, 0.0270, 0.0211], [-0.0358, 0.0438, -0.0649], [0.0187, 0.0330, -0.0135], [0.0222, -0.0019, -0.0064], [0.0461, -0.0322, -0.0418], [-0.1600, 0.0065, -0.0939], [0.1158, -0.1333, -0.0468], [0.1176, 0.0436, 0.0964], [0.0751, -0.0356, -0.0296], [0.0229, 0.0054, 0.0199], [-0.0200, -0.0205, 0.0288], [0.0012, -0.0270, -0.0056], [0.0056, 0.0362, 0.0006], [-0.0008, -0.0177, 0.0031], [-0.0635, 0.0143, 0.0201], [-0.0121, -0.0635, -0.0868]], "mulliken_charge": [2.785, -1.193, 0.284, -1.190, 0.087, 1.340, 0.138, -1.792, 0.215, 1.054, -0.624, -1.328, 0.805, -1.296, 0.809, 0.282, -0.754, -0.657, -0.840, -0.749, 0.588, 0.397, -0.219, -0.994, 0.744, -1.378, -0.181, -0.070, -0.702, -0.425, -0.737, -0.102, 0.879, 1.743, -0.764, -0.937, -1.129, -0.337, 0.469, 0.081, 0.018, 0.609, -0.597, 0.584, 0.377, 0.168, 0.114, 0.422, 0.623, 0.413, 0.386, 0.430, 0.517, 0.416, 0.132, 0.177, 0.443, 0.410, 0.401, 0.380, 0.422, -0.698, 0.366, 0.422, 0.349, 0.286, 1.128, -0.221, -0.553, -0.911, -1.027, 0.945, -1.105, -1.250, -0.152, 1.054, 0.394, -1.134, 0.388, 0.485, 0.389, 0.424, 0.403, 0.668, 0.093, -0.888, -0.303, -0.606, 1.435, -0.509, -1.383, -0.909, 0.424, 0.371, 0.617, -0.594, -0.758, -0.518, -0.884, -0.299, 0.264, 0.351, -0.544, -0.662, -0.783, -0.451, 0.727, 0.423, 0.242, 0.352, 0.733, -0.213, 0.294, 0.462, 0.419, 0.408, -0.198, -0.535, 0.276, -0.834, 0.301, 0.403, 0.358, 0.400, 0.275, -0.165, 0.481, 0.332, 0.368, 0.334, -0.395, 0.370, -0.764, -0.833, 0.364, -0.684, -0.849, 0.451, 0.226, 0.233, 0.432, -0.952, 0.456, -1.064, -0.087, -0.673, 0.392, 0.342, 0.138, 0.384, 0.345, 0.283, -0.019]}